{"formula": "C9H10O2", "method": "ωB97M-V/def2-TZVPD", "symbols": ["C", "C", "O", "C", "C", "C", "C", "O", "H", "H", "H", "H", "H", "H", "C", "C", "C", "H", "H", "H", "H"], "xyz": [[-1.2214, 1.9137, -1.3647], [-2.0012, 0.7040, -0.6417], [-2.9543, 0.0710, -1.0682], [-1.3124, 0.2283, 0.5255], [-0.1828, 0.6132, 1.2300], [-0.1411, -0.1921, 2.3948], [-1.1800, -1.1023, 2.2743], [-1.8379, -0.8232, 1.1850], [-1.2329, 2.6340, -0.5562], [-1.6125, 2.0198, -2.3741], [-0.2981, 1.3731, -1.4663], [0.7046, 1.2375, 1.0158], [0.6266, -0.2447, 3.0906], [-1.5831, -1.9254, 2.7994], [2.2179, -2.1649, -0.0603], [1.6913, -1.6456, -1.1522], [0.9295, -1.1826, -2.0892], [3.2388, -2.6275, 0.0268], [1.4917, -2.1784, 0.7749], [0.7412, -0.1621, -2.1708], [0.7131, -1.8822, -2.9370]], "mulliken_charge": [-1.0258, 0.6147, -0.5797, 0.1138, 0.0323, -0.7977, -0.2618, -0.3290, 0.3957, 0.3052, 0.1554, 0.3575, 0.4766, 0.4775, -0.6569, 0.3768, -0.5826, 0.2509, 0.1943, 0.2452, 0.2375], "e_homo_ev": -9.085, "total_energy_ha": -499.28123, "smiles": "CC(=O)c1ccco1.C=C=C", "e_above_lowest_kcal_mol": 94.5, "gap_ha": 0.34643}

{"formula": "C3H4FI", "method": "ωB97M-V/def2-TZVPD", "symbols": ["C", "C", "I", "C", "F", "H", "H", "H", "H"], "xyz": [[0.5466, -0.2019, 0.2635], [-0.7499, -0.9514, 0.3774], [-0.6589, -2.9528, 1.1064], [-1.9919, -0.5610, -0.1318], [-3.0013, -1.3759, 0.1113], [1.1726, -0.0822, 1.1237], [0.3939, 0.7352, -0.2919], [1.1378, -0.7205, -0.5975], [-2.3381, 0.3740, -0.5300]], "mulliken_charge": [-1.0401, -0.0205, 0.0385, -0.0287, -0.2167, 0.3281, 0.3050, 0.2752, 0.3593], "e_homo_ev": -8.886, "total_energy_ha": -514.21799, "smiles": "C/C(I)=C/F", "e_above_lowest_kcal_mol": 4.1, "gap_ha": 0.34683}

{"formula": "CH2NO3S", "method": "ωB97M-V/def2-TZVPD", "symbols": ["C", "N", "O", "O", "O", "S", "H", "H"], "xyz": [[0.7518, -1.0694, 0.8599], [-0.2432, -0.4163, 1.4138], [1.4336, -1.7193, 1.6206], [0.9384, -1.1200, -0.5004], [-1.1473, 1.7994, -2.3252], [-1.2805, 2.6501, -1.0727], [-0.7256, 0.3486, 0.7662], [0.2728, -0.4730, -0.7621]], "mulliken_charge": [0.6414, -0.6715, -0.7026, -0.4852, -0.3022, 0.2490, 0.0125, 0.2586], "e_homo_ev": [-3.055, -3.067], "total_charge": -1, "total_energy_ha": -717.92598, "e_above_lowest_kcal_mol": 72.4, "gap_ha": [0.14348, 0.14351]}

{"formula": "C5H11NO", "method": "ωB97M-V/def2-TZVPD", "symbols": ["C", "C", "C", "O", "N", "C", "C", "H", "H", "H", "H", "H", "H", "H", "H", "H", "H", "H"], "xyz": [[-1.3312, -0.2625, 1.5867], [-0.7703, -0.0715, 0.1580], [-0.9446, 1.5113, -0.0765], [-1.6797, 1.9549, -0.8999], [0.6000, -0.5547, 0.0267], [1.5752, 0.5787, -0.1673], [0.7098, -1.3670, -1.1754], [-2.0540, 0.5635, 1.7236], [-0.4146, -0.1132, 2.2026], [-1.7933, -1.2197, 1.8127], [-1.4886, -0.5556, -0.5107], [-0.3344, 2.1033, 0.6528], [2.5288, 0.1515, -0.4654], [1.3169, 1.0880, -1.1073], [1.6884, 0.9294, 0.8560], [0.1579, -2.3041, -1.2125], [1.7816, -1.6013, -1.2872], [0.4522, -0.8310, -2.1171]], "mulliken_charge": [-1.2360, 0.2736, -0.1113, -0.4695, -0.1118, -1.2512, -1.0258, 0.3140, 0.2866, 0.3382, 0.3573, 0.3545, 0.4109, 0.4850, 0.3229, 0.3371, 0.3321, 0.3933], "e_homo_ev": -8.742, "total_energy_ha": -327.03487, "smiles": "C[C@@H](C=O)N(C)C", "e_above_lowest_kcal_mol": 60.5, "gap_ha": 0.35793}

{"formula": "C30H51GeN3PtS2Si3", "method": "ωB97M-V/def2-TZVPD", "symbols": ["Pt", "C", "C", "C", "C", "C", "C", "C", "C", "S", "C", "N", "C", "C", "C", "C", "C", "C", "C", "C", "H", "H", "H", "H", "H", "H", "H", "H", "H", "H", "H", "H", "H", "H", "H", "H", "C", "Si", "C", "C", "Ge", "Si", "C", "C", "C", "Si", "C", "C", "C", "H", "H", "H", "H", "H", "H", "H", "H", "H", "H", "H", "H", "H", "H", "H", "H", "H", "H", "H", "H", "H", "H", "H", "H", "H", "H", "H", "C", "N", "C", "C", "N", "C", "S", "H", "H", "H", "H", "H", "H", "H", "H"], "xyz": [[0.4972, 0.9485, 0.8011], [-5.7014, -1.9352, -2.5596], [-4.7905, -2.4297, -1.4220], [-5.4761, -3.5973, -0.6946], [-3.4889, -2.9490, -2.0352], [-4.5470, -1.2631, -0.4654], [-5.6448, -0.7283, 0.2361], [-5.5262, 0.3745, 1.0564], [-4.2707, 0.9524, 1.1916], [-3.8234, 2.3504, 2.1088], [-2.1799, 2.1534, 1.5449], [-1.9808, 1.1213, 0.7878], [-3.1481, 0.4254, 0.5407], [-3.3024, -0.6793, -0.2982], [-1.1351, 3.0995, 1.9128], [-1.4438, 4.3035, 2.5532], [-0.4440, 5.1937, 2.8910], [0.8771, 4.8879, 2.5925], [1.1936, 3.6983, 1.9546], [0.2000, 2.8027, 1.6098], [-5.8565, -2.7317, -3.2892], [-5.2455, -1.0846, -3.0691], [-6.6753, -1.6233, -2.1837], [-5.6373, -4.4199, -1.3928], [-6.4476, -3.3197, -0.2873], [-4.8631, -3.9714, 0.1285], [-3.7167, -3.7630, -2.7233], [-2.8107, -3.3365, -1.2698], [-2.9755, -2.1706, -2.6029], [-6.6223, -1.1753, 0.1210], [-6.3819, 0.7952, 1.5684], [-2.4315, -1.0455, -0.8291], [-2.4753, 4.5436, 2.7762], [-0.6890, 6.1258, 3.3813], [1.6686, 5.5774, 2.8540], [2.2250, 3.4725, 1.7283], [1.4560, 2.8387, -3.3237], [2.7318, 2.7512, -1.9311], [2.6319, 4.3343, -0.9114], [4.4757, 2.6482, -2.6562], [2.2586, 0.6038, -0.7423], [2.7810, -1.1258, -2.4316], [4.5057, -1.1579, -3.1941], [1.5282, -0.8259, -3.8199], [2.4588, -2.8069, -1.6273], [4.0707, 0.2367, 1.0456], [3.8841, -1.5048, 1.7503], [5.7363, 0.4314, 0.1776], [3.8814, 1.4902, 2.4435], [1.4679, 3.8241, -3.7957], [0.4481, 2.6619, -2.9434], [1.6611, 2.0964, -4.0959], [2.8058, 5.1967, -1.5592], [3.3853, 4.3613, -0.1212], [1.6499, 4.4555, -0.4540], [4.6326, 3.4979, -3.3260], [4.6306, 1.7376, -3.2326], [5.2445, 2.6938, -1.8849], [4.7350, -0.2422, -3.7372], [4.5349, -1.9811, -3.9120], [5.2968, -1.3282, -2.4636], [1.9107, -0.0918, -4.5312], [0.5822, -0.4475, -3.4289], [1.3212, -1.7427, -4.3771], [3.0929, -2.9620, -0.7543], [2.6686, -3.6132, -2.3340], [1.4184, -2.8977, -1.3084], [3.9694, -2.2753, 0.9847], [2.9176, -1.6092, 2.2417], [4.6582, -1.6927, 2.4996], [5.8594, -0.2845, -0.6350], [6.5384, 0.2582, 0.9006], [5.8674, 1.4334, -0.2292], [2.8514, 1.5140, 2.8001], [4.1685, 2.4964, 2.1335], [4.5211, 1.2059, 3.2834], [-0.0459, -3.0766, 1.4672], [-1.0055, -2.4803, 2.3663], [-2.2932, -3.1004, 2.6671], [-2.9646, -2.0821, 3.6041], [-2.0141, -0.9718, 3.5853], [-0.8880, -1.2756, 2.9292], [0.5239, -0.3418, 2.9724], [-0.1044, -4.1610, 1.5465], [0.9563, -2.7500, 1.7389], [-0.2346, -2.7872, 0.4285], [-2.1426, -4.0691, 3.1466], [-2.8671, -3.2455, 1.7551], [-3.0769, -2.4705, 4.6170], [-3.9433, -1.7721, 3.2385], [-2.0683, -0.1962, 4.2217]], "mulliken_charge": [0.1568, -1.7305, 1.8966, -1.5421, -1.9650, 0.4920, -0.5947, -1.4637, 1.3529, -0.4274, 1.0666, -0.0432, -1.9642, 0.5093, 0.5363, -0.9175, -0.9557, -0.9275, -0.3411, -0.0755, 0.4597, 0.3934, 0.3589, 0.4679, 0.3409, 0.2549, 0.4671, 0.2779, 0.4034, 0.4509, 0.4227, 0.6440, 0.4316, 0.3969, 0.4695, 0.6531, -1.0581, 0.3173, -1.0119, -0.8166, 0.3721, 0.6513, -1.2061, -1.2141, -0.8198, 0.1962, -0.7822, -0.8583, -0.9618, 0.4203, 0.2894, 0.2654, 0.4882, 0.2927, 0.2183, 0.4069, 0.0456, 0.2700, 0.3095, 0.4067, 0.3402, 0.3115, 0.3562, 0.4115, 0.2618, 0.4585, 0.0708, 0.2793, -0.0231, 0.4426, 0.1458, 0.3951, 0.2011, 0.1626, 0.2710, 0.4830, -0.7810, 0.1526, -0.2101, -0.4993, 0.0807, -0.1051, -0.4044, 0.3375, 0.2012, 0.2254, 0.4514, -0.0920, 0.3565, 0.2647, 0.2779], "s_squared": 0.7780, "e_homo_ev": [-10.032, -9.809], "total_charge": 1, "total_energy_ha": -5198.97714, "spin_multiplicity": 2, "e_above_lowest_kcal_mol": 59.2, "gap_ha": [0.21764, 0.19082]}

{"formula": "C5H14", "method": "ωB97M-V/def2-TZVPD", "symbols": ["C", "C", "C", "H", "H", "H", "H", "H", "H", "H", "H", "C", "C", "H", "H", "H", "H", "H", "H"], "xyz": [[1.7279, 0.6765, 0.8491], [1.3487, -0.5072, -0.0476], [2.5440, -1.3080, -0.5494], [1.8380, 1.6209, 0.3059], [0.9901, 0.8541, 1.6310], [2.6964, 0.5269, 1.3440], [0.7956, -0.1222, -0.9120], [0.6460, -1.1520, 0.4790], [2.3039, -2.3648, -0.7209], [3.3956, -1.3144, 0.1386], [2.9183, -0.9343, -1.4980], [-2.2381, 0.5530, 0.5131], [-3.0517, 0.4890, -0.7764], [-2.9092, 0.6349, 1.3685], [-1.7072, -0.3994, 0.6652], [-1.5017, 1.3572, 0.5309], [-2.4496, 0.1441, -1.6151], [-3.4679, 1.4547, -1.0545], [-3.8790, -0.2088, -0.6516]], "mulliken_charge": [-1.1324, 0.1478, -1.2043, 0.2704, 0.2783, 0.3762, 0.1702, 0.1643, 0.3199, 0.3106, 0.2975, -0.6726, -0.8914, 0.3682, 0.1347, 0.2279, 0.2733, 0.2850, 0.2764], "e_homo_ev": -11.318, "total_energy_ha": -198.88239, "smiles": "CCC.CC", "e_above_lowest_kcal_mol": 4.2, "gap_ha": 0.45793}